{"formula": "C22H27F9O12Zr", "method": "the ωB97M-V functional and the def2-TZVPD basis", "total_energy_ha": -2703.24877, "lumo_energy_ha": [0.067, 0.063], "homo_lumo_gap_ev": [5.336, 6.375], "spin_multiplicity": 2, "homo_energy_ev": [-3.5, -4.7], "total_charge": -1, "s2": 0.753, "species": ["C", "C", "C", "H", "C", "C", "H", "C", "H", "H", "H", "H", "C", "C", "H", "H", "H", "C", "H", "H", "H", "H", "C", "H", "H", "F", "O", "H", "H", "C", "F", "C", "F", "F", "O", "C", "C", "O", "O", "H", "O", "C", "F", "O", "Zr", "F", "C", "H", "H", "F", "O", "O", "F", "C", "H", "O", "O", "C", "F", "O", "H", "C", "H", "C", "C", "O", "H", "H", "C", "H", "H"], "xyz": [[12.260010, 1.040670, -18.665390], [17.334850, 0.138940, -17.026420], [16.658900, 4.927000, -16.183040], [14.944630, 5.594790, -23.131300], [18.784560, -1.373580, -13.277490], [14.963200, 4.712990, -22.490840], [18.526720, 3.919910, -16.756870], [18.958920, -1.359570, -11.689000], [21.639730, 0.397610, -17.098860], [16.728860, 4.416550, -15.222500], [18.315240, 5.384800, -17.534430], [20.199640, 1.119290, -17.920060], [16.645480, 4.183100, -20.795640], [18.279850, -3.293650, -15.825240], [13.632600, 3.174170, -23.590750], [14.149890, 4.948860, -21.804550], [17.386100, -2.939950, -15.311220], [11.491000, -0.389560, -21.058440], [20.543490, -1.576890, -18.064760], [18.811490, 5.308800, -15.803090], [18.327590, -4.336400, -15.511410], [17.695270, 1.081680, -16.614780], [12.196870, 0.693940, -21.274610], [15.261300, 3.326520, -24.132440], [16.325850, -0.432940, -18.886730], [24.257090, -2.271120, -20.481570], [22.317000, -1.246850, -19.209680], [19.473890, -1.398970, -15.765970], [12.426760, 1.028140, -22.275540], [23.192770, -1.904540, -18.372620], [25.490320, -1.847480, -18.720450], [12.720920, 1.493750, -20.128960], [20.082500, -1.954730, -11.363010], [24.572830, -3.815180, -18.946120], [12.696010, 1.811980, -17.812280], [18.136400, 4.919400, -16.565140], [21.033550, -0.835960, -18.696400], [19.541860, -2.354510, -13.971600], [18.140920, -0.465200, -13.862090], [20.372220, -2.927030, -15.748520], [13.575680, 2.435950, -20.090750], [19.489900, -2.413190, -15.366970], [18.943240, -0.140700, -11.190310], [23.011740, -1.949670, -17.166180], [14.248550, 3.190930, -18.212470], [18.681420, 3.043760, -20.112370], [16.547040, 0.476130, -18.327470], [17.245030, 0.991590, -18.987180], [18.212190, -3.153800, -16.904110], [18.806490, 4.378410, -21.817820], [15.452130, 1.342970, -18.168900], [15.728650, 4.404540, -17.114310], [17.990800, -2.082500, -11.183530], [14.643660, 3.373360, -23.235530], [21.625460, 1.295840, -18.621410], [16.306750, 4.646830, -21.993250], [15.855170, 3.729080, -19.911450], [11.157720, -0.883420, -19.670090], [18.465770, 5.222230, -19.856780], [10.417790, -1.956050, -19.425230], [16.728650, -0.389570, -16.290690], [11.502760, -0.200790, -18.562970], [20.333190, -0.745120, -19.526670], [21.109060, 0.530820, -18.041590], [24.384460, -2.496160, -19.143860], [11.231900, -1.091980, -22.133660], [14.863050, 2.501040, -22.619880], [16.324170, 5.937860, -15.950190], [18.153290, 4.165320, -20.634010], [18.256920, -0.393480, -17.259720], [11.226290, -0.544510, -17.577160]], "atomic_forces_ev_per_a": [[-1.80, -4.15, -4.23], [-0.56, 0.81, -0.75], [-0.24, -0.10, -0.07], [0.41, -0.31, -0.40], [-0.35, 2.72, -3.90], [-1.76, -0.94, -0.89], [-0.40, -0.48, 0.23], [0.23, -0.73, -2.39], [-0.16, 0.45, 0.17], [-0.97, -0.53, 0.27], [0.03, 0.58, 0.20], [-0.66, -0.99, 0.41], [-4.52, -2.42, 1.79], [0.35, 1.30, 0.66], [-0.26, 0.79, 0.34], [0.64, -0.41, 0.98], [-0.20, 0.37, -0.43], [-2.49, -6.29, -3.77], [0.67, -0.17, 0.33], [-0.33, 0.43, 0.11], [0.65, -0.03, -0.31], [-0.27, 0.11, 0.34], [4.45, 7.74, 2.90], [0.21, -0.09, 0.04], [-0.64, -0.35, 0.16], [0.21, -0.43, 1.24], [1.23, -1.46, 0.36], [-0.30, -0.09, -0.13], [0.10, -0.21, -0.05], [-3.23, 1.44, 1.53], [-0.34, -0.39, -0.22], [-2.03, -3.46, -1.00], [1.23, -0.17, 0.37], [-0.41, 0.93, -0.02], [0.32, 2.24, 2.91], [0.24, -0.37, -1.53], [-1.19, 1.15, -0.21], [-1.01, 1.53, 3.87], [2.26, -3.73, 2.49], [0.40, 0.25, 0.56], [-0.87, 0.41, -0.83], [-1.30, -0.94, -1.34], [-0.16, 0.21, -0.12], [1.06, -0.57, -2.18], [4.80, -1.88, 0.81], [-0.88, 0.82, -0.15], [0.21, 1.34, 0.08], [0.63, 0.11, -0.23], [-0.39, -0.36, 0.03], [-0.71, -0.34, 0.79], [-0.69, 0.48, 0.66], [-0.82, -0.90, -0.15], [-1.33, -0.33, 0.74], [0.72, 0.35, -0.16], [0.75, -0.55, -0.43], [0.58, 0.09, 1.12], [3.30, 2.33, -3.27], [-4.36, -5.45, -0.12], [0.02, -0.50, 0.01], [2.54, 3.26, -2.04], [0.12, 0.00, -0.03], [3.24, 5.53, 2.71], [0.56, -0.25, -0.56], [0.72, 0.52, 0.48], [0.70, 0.34, -0.90], [-0.14, 1.16, 3.42], [0.19, 0.23, 0.28], [0.24, 0.35, 0.06], [1.97, 0.60, -0.40], [-0.12, -0.48, -0.16], [-0.08, -0.13, -0.07]], "lowdin_charge": [-0.31, -0.09, -0.40, 0.12, -0.21, -0.16, 0.06, -0.61, 0.08, 0.09, 0.04, 0.07, -0.27, -0.04, 0.08, 0.12, 0.07, -0.38, 0.11, 0.07, 0.07, 0.06, -0.01, 0.07, 0.10, 0.14, 0.01, 0.09, 0.10, -0.31, 0.15, -0.23, 0.18, 0.16, -0.17, -0.10, -0.20, -0.02, 0.11, 0.12, -0.22, -0.24, 0.19, 0.14, 1.75, 0.17, -0.38, 0.07, 0.07, 0.13, -0.40, -0.46, 0.19, -0.04, 0.08, 0.04, -0.02, -0.33, 0.15, -0.05, 0.07, 0.00, 0.13, -0.06, -0.50, -0.04, 0.07, 0.09, -0.49, 0.03, 0.11]}

{"formula": "C22H27N3O4S", "method": "the ωB97M-V functional and the def2-TZVPD basis", "smiles": "COc1ccccc1N1CCN(C(=O)c2ccc(N3CCCCS3(=O)=O)cc2)CC1", "total_energy_ha": -1717.93028, "lumo_energy_ha": 0.015, "homo_lumo_gap_ev": 7.967, "homo_energy_ev": -7.6, "relative_energy_kcal_mol": 55.3, "species": ["C", "C", "O", "H", "C", "H", "C", "H", "H", "H", "C", "H", "C", "H", "H", "H", "H", "O", "C", "C", "C", "H", "C", "C", "C", "N", "N", "C", "H", "H", "C", "C", "C", "H", "C", "H", "H", "O", "H", "C", "H", "H", "H", "H", "H", "C", "C", "S", "H", "H", "O", "H", "C", "N", "H", "C", "H"], "xyz": [[4.866028, -0.330128, -1.828356], [3.245953, 0.720258, -0.287342], [5.176284, 0.048023, 1.933062], [3.417862, -1.917192, -1.694334], [-0.646736, 2.395718, 0.413997], [5.641025, -2.771975, 1.230613], [1.263442, 0.889166, 1.072570], [5.944259, -0.213199, -1.951041], [3.229697, 1.943233, -2.053721], [0.988608, 2.848650, -1.654091], [-6.337789, 0.308377, -0.797122], [-2.202189, 0.526321, -1.809083], [2.673533, 1.621966, -1.186753], [-6.375935, 1.272705, -1.280095], [4.668661, -2.172262, -2.918609], [5.056848, -3.708472, -1.040900], [-3.452548, 1.582163, 1.721998], [-3.834665, -1.997430, 0.519876], [4.485957, -1.812145, -1.904875], [-1.732849, 0.160263, 0.258475], [-3.895555, 1.934888, -0.367722], [-2.714234, -3.466237, 1.270770], [-3.005238, 2.108681, 0.871951], [-6.248413, -2.182196, 0.356264], [-2.652664, -0.014069, -0.964276], [-3.963375, 0.541734, -0.748899], [-1.690148, 1.555772, 0.625775], [-5.090183, -0.214427, -0.450314], [-4.891010, 2.317020, -0.149332], [-2.732892, -1.065839, -1.227275], [-7.471406, -1.630568, 0.011366], [-7.514023, -0.376313, -0.563531], [5.032263, -2.224389, 0.517110], [-3.465117, 2.511769, -1.195516], [5.296162, -2.649199, -0.915144], [-8.457473, 0.065850, -0.845077], [-2.885052, 3.166109, 1.111937], [-0.764802, 3.607489, 0.471235], [-4.318018, -3.336045, 2.032396], [-3.771978, -3.281556, 1.084741], [6.360151, -2.511436, -1.117191], [-0.732407, -0.199579, 0.021403], [-4.155109, -4.045326, 0.400094], [-2.138906, -0.415867, 1.095596], [4.355776, 0.230493, -2.611860], [2.525496, 0.368920, 0.852396], [0.682357, 1.760190, 0.158225], [5.500992, -0.470284, 0.641807], [-6.233368, -3.158649, 0.813766], [2.968829, -0.279703, 1.588601], [6.852131, -0.342615, 0.188264], [3.982663, -2.292851, 0.789512], [-5.062820, -1.494862, 0.146784], [4.531059, 0.222448, -0.530392], [-8.377928, -2.186078, 0.195048], [1.413318, 2.136739, -0.962382], [0.727140, 0.619840, 1.970809]], "atomic_forces_ev_per_a": [[0.07, -0.41, -0.78], [-0.78, 0.23, 0.40], [-0.31, 0.00, -0.01], [-0.05, -0.02, -0.06], [0.02, -0.01, 0.09], [0.06, 0.05, 0.15], [-0.07, 0.13, -0.20], [-0.13, 0.04, -0.24], [0.06, 0.04, -0.08], [-0.02, 0.09, -0.05], [0.03, -0.12, 0.08], [0.05, -0.06, 0.03], [0.22, -0.15, 0.00], [0.04, 0.08, -0.08], [-0.06, -0.01, -0.02], [0.05, 0.05, 0.08], [-0.02, 0.02, -0.03], [-0.29, 0.44, -0.19], [0.18, 0.09, -0.12], [-0.06, -0.42, -0.39], [0.11, 0.18, 0.33], [-0.08, -0.04, 0.02], [-0.24, 0.42, -0.08], [0.06, -0.13, 0.06], [0.32, -0.26, 0.11], [0.18, 0.06, 0.00], [-0.12, -0.03, 0.14], [-0.23, -0.22, -0.08], [0.04, 0.01, -0.06], [0.05, 0.10, -0.06], [-0.04, 0.01, -0.02], [-0.10, -0.02, 0.07], [0.36, 0.84, -0.06], [-0.06, 0.06, 0.06], [-0.12, -0.12, -0.30], [-0.08, 0.04, -0.03], [-0.05, -0.14, 0.03], [0.11, 0.23, -0.14], [0.01, -0.01, -0.05], [0.01, -0.22, 0.11], [0.01, -0.15, -0.04], [-0.11, 0.00, 0.03], [0.00, 0.03, 0.04], [0.08, 0.01, -0.07], [0.09, 0.03, 0.13], [-0.07, -0.01, -0.03], [0.32, 0.09, 0.04], [-0.14, -0.24, 0.45], [0.06, -0.08, 0.04], [-0.07, -0.03, 0.07], [0.05, -0.19, -0.30], [-0.14, 0.03, 0.08], [0.13, 0.03, 0.01], [0.99, -0.13, 0.67], [-0.08, -0.05, 0.01], [-0.19, -0.09, 0.14], [-0.06, -0.05, 0.08]], "lowdin_charge": [-0.19, -0.24, -0.28, 0.12, -0.42, 0.11, -0.02, 0.12, 0.11, 0.12, -0.03, 0.13, 0.00, 0.11, 0.12, 0.12, 0.13, -0.13, -0.17, -0.12, -0.13, 0.09, -0.11, -0.03, -0.13, -0.09, -0.05, -0.15, 0.12, 0.12, -0.10, -0.10, -0.20, 0.13, -0.23, 0.10, 0.12, 0.07, 0.10, -0.08, 0.11, 0.12, 0.10, 0.12, 0.12, -0.01, -0.15, 0.66, 0.10, 0.09, -0.27, 0.10, -0.19, -0.17, 0.10, 0.00, 0.13]}